ORCA calculation (ωB97M-V/def2-TZVPD) on one molecule with the formula C32H35N3O6S at a distorted geometry.

Values from the calculation:
- Gap between HOMO and LUMO: 6.66 eV
- Calculated total energy: -2254.04940 Eh
- Energy relative to the best compared isomer or geometry (same formula, charge and spin): 9.26 kJ/mol
- Total charge: 0

Positions of all 77 atoms, in Å:
C (-1.950, 5.444, -0.090)
N (-1.804, 4.016, -0.008)
C (-2.898, 3.215, 0.158)
O (-4.057, 3.592, 0.367)
C (-2.393, 1.772, 0.078)
C (-3.066, 1.006, -1.112)
C (-4.568, 0.921, -0.998)
C (-5.366, 1.345, -2.066)
C (-6.753, 1.372, -1.922)
C (-7.347, 0.915, -0.737)
C (-6.540, 0.426, 0.299)
C (-5.151, 0.409, 0.161)
N (-0.964, 1.932, -0.064)
C (-0.136, 0.854, -0.015)
C (1.149, 0.852, -0.464)
C (2.082, -0.194, -0.092)
C (3.559, 0.109, -0.408)
C (4.046, 1.440, -0.306)
C (5.400, 1.777, -0.549)
N (5.745, 3.160, -0.683)
O (6.935, 3.467, -0.927)
O (4.826, 4.009, -0.557)
C (6.360, 0.775, -0.729)
C (5.939, -0.546, -0.773)
C (4.551, -0.870, -0.668)
C (-0.541, 3.334, -0.273)
C (-0.088, 3.597, -1.718)
C (0.529, 3.802, 0.726)
H (-3.009, 5.692, 0.026)
H (-1.358, 5.928, 0.694)
H (-1.581, 5.809, -1.055)
H (-2.610, 1.225, 1.005)
H (-2.779, 1.550, -2.035)
H (-2.611, -0.005, -1.166)
H (-4.886, 1.705, -2.979)
H (-7.375, 1.747, -2.736)
H (-8.435, 0.938, -0.619)
H (-6.987, 0.056, 1.221)
H (-4.506, 0.042, 0.961)
H (-0.590, -0.092, 0.302)
H (1.483, 1.746, -1.007)
H (1.973, -0.374, 1.056)
H (3.354, 2.257, -0.076)
H (7.393, 1.083, -0.814)
H (6.719, -1.314, -0.894)
H (4.220, -1.896, -0.849)
H (-0.909, 3.372, -2.415)
H (0.238, 4.643, -1.800)
H (0.754, 2.962, -1.993)
H (0.119, 3.779, 1.745)
H (1.408, 3.154, 0.693)
H (0.828, 4.823, 0.456)
C (3.029, -3.492, 4.456)
C (1.884, -2.789, 3.769)
O (2.041, -3.046, 2.336)
C (1.057, -2.556, 1.554)
C (1.618, -1.783, 0.297)
S (0.525, -2.305, -1.041)
C (0.073, -4.056, -0.786)
C (-1.086, -4.341, -0.054)
C (-1.566, -5.650, 0.041)
C (-0.855, -6.689, -0.583)
C (0.329, -6.418, -1.284)
C (0.789, -5.093, -1.404)
O (1.435, -2.276, -2.220)
O (-0.091, -2.864, 1.835)
H (2.996, -3.205, 5.514)
H (2.893, -4.578, 4.352)
H (4.001, -3.207, 4.021)
H (0.903, -3.179, 4.037)
H (1.925, -1.707, 3.945)
H (2.520, -2.416, 0.143)
H (-1.591, -3.524, 0.460)
H (-2.507, -5.811, 0.577)
H (-1.257, -7.704, -0.574)
H (0.881, -7.224, -1.783)
H (1.701, -4.852, -1.960)

Forces on the atoms, in the same order (eV/Å):
0.34 0.34 -0.01
-0.79 -0.19 -0.07
-0.82 0.21 0.60
1.87 -0.56 -0.45
-0.67 -0.24 -0.30
0.66 0.26 -0.03
0.18 -0.21 -0.28
-0.11 0.17 0.54
-0.13 -0.24 0.18
0.29 0.01 0.00
0.06 -0.02 -0.24
-0.37 0.31 -0.23
-0.19 0.34 0.05
0.99 -0.01 -1.07
-2.14 0.49 0.00
0.93 -2.35 4.48
1.29 -0.42 0.38
-0.19 0.07 -0.34
-1.44 -1.99 0.09
0.61 3.00 0.05
-2.36 -0.75 0.48
1.90 -1.66 -0.27
-0.44 0.54 0.16
-0.80 -0.15 0.14
0.24 0.36 -0.25
-0.17 -0.44 -0.07
-0.14 0.09 0.01
-0.24 -0.08 0.01
0.27 -0.10 -0.01
-0.19 0.06 -0.02
-0.18 0.03 0.07
-0.11 0.25 -0.03
-0.17 -0.38 0.33
-0.16 0.47 0.01
-0.20 -0.06 0.26
0.14 -0.13 0.22
0.45 0.01 -0.06
0.02 0.08 -0.22
-0.30 0.07 -0.12
0.01 0.45 0.36
0.29 -0.96 0.45
1.51 2.71 -0.67
0.39 -0.35 -0.20
0.01 -0.21 -0.15
-0.75 0.25 -0.04
0.31 0.27 0.19
0.22 0.22 0.19
-0.18 -0.30 -0.22
-0.10 0.23 -0.04
0.12 0.06 -0.27
-0.12 0.18 -0.02
0.01 -0.26 0.23
-0.18 -0.15 0.03
0.02 -0.35 -0.53
0.97 1.05 -0.27
-1.11 0.54 1.56
0.18 -2.82 -2.25
-0.76 -0.42 -1.36
0.19 -0.62 0.27
-0.13 -0.09 -0.28
0.38 0.26 -0.30
-0.05 0.25 -0.16
-0.16 0.49 -0.02
-0.07 0.11 0.29
0.05 0.00 -0.02
1.35 1.73 -0.85
0.19 -0.23 -0.15
0.19 0.30 0.16
-0.43 -0.03 0.20
0.11 0.07 0.30
-0.08 -0.17 -0.19
-0.23 0.68 -0.09
-0.07 -0.39 -0.39
0.44 -0.17 -0.21
0.21 0.28 0.12
-0.28 0.34 0.27
-0.42 -0.10 0.11

***

ORCA calculation (ωB97M-V/def2-TZVPD) on a 3-piece molecular cluster, C16H33ClNO5P overall at a distorted geometry.

Values from the calculation:
- SMILES string: CCCCCCCN(C(=O)O)P(O)Cl.C1CCOC1.C1CCOC1
- Gap between HOMO and LUMO: 9.56 eV
- Calculated total energy: -1861.87031 Eh
- Total charge: 0

Positions of all 57 atoms, in Å:
C (-2.659, 1.352, 0.949)
C (-3.890, 2.165, 0.310)
C (-3.366, 3.610, -0.181)
C (-3.552, 3.866, -1.752)
C (-3.130, 2.641, -2.696)
C (-1.671, 2.009, -2.335)
C (-0.715, 1.976, -3.622)
N (0.354, 3.020, -3.675)
C (1.673, 2.541, -3.261)
O (2.476, 2.213, -4.178)
O (2.125, 2.347, -1.932)
P (-0.117, 4.574, -3.015)
O (0.923, 5.717, -3.811)
Cl (0.347, 4.797, -0.968)
H (-2.938, 0.980, 1.999)
H (-2.416, 0.480, 0.241)
H (-1.699, 1.955, 1.049)
H (-4.687, 2.305, 1.128)
H (-4.428, 1.602, -0.535)
H (-2.257, 3.794, 0.058)
H (-3.955, 4.405, 0.386)
H (-4.660, 4.084, -1.974)
H (-2.934, 4.774, -2.103)
H (-3.941, 1.831, -2.652)
H (-3.141, 3.033, -3.776)
H (-1.896, 0.907, -2.076)
H (-1.211, 2.459, -1.399)
H (-1.351, 2.086, -4.577)
H (-0.238, 0.936, -3.688)
H (2.968, 2.866, -1.888)
H (1.672, 5.809, -3.167)
C (1.376, -1.864, 0.774)
C (2.537, -0.931, 1.036)
C (1.845, 0.415, 1.125)
O (0.528, 0.172, 1.638)
C (0.275, -1.240, 1.607)
H (1.577, -2.901, 1.043)
H (1.106, -1.831, -0.288)
H (3.000, -1.178, 1.997)
H (3.310, -0.963, 0.266)
H (1.740, 0.874, 0.137)
H (2.370, 1.114, 1.780)
H (0.301, -1.608, 2.638)
H (-0.720, -1.426, 1.196)
C (3.029, -6.472, 2.637)
C (1.669, -6.665, 3.270)
C (1.362, -5.274, 3.790)
O (2.012, -4.348, 2.908)
C (2.911, -5.076, 2.058)
H (3.276, -7.224, 1.887)
H (3.804, -6.491, 3.410)
H (0.940, -6.947, 2.503)
H (1.652, -7.425, 4.053)
H (1.774, -5.125, 4.794)
H (0.291, -5.063, 3.818)
H (2.477, -5.099, 1.052)
H (3.872, -4.558, 2.011)

Forces on the atoms, in the same order (eV/Å):
-0.41 -0.70 -0.32
0.39 0.63 0.64
-0.35 0.32 -0.55
-0.25 -0.08 -0.39
0.02 0.41 0.28
-1.29 -1.10 -0.65
-1.08 -1.02 -0.02
1.83 0.28 3.13
3.52 -2.09 -3.98
-2.77 1.42 3.31
-1.07 1.79 -1.46
-1.15 1.19 -2.19
0.07 -2.20 2.83
0.62 -0.13 -0.64
0.53 0.29 -1.68
-0.23 1.05 1.39
-1.38 -0.63 -0.15
1.19 -0.08 -1.26
1.05 0.77 1.22
-1.68 -0.54 -0.13
0.84 -0.87 -0.82
1.61 -0.20 0.32
-1.01 -1.25 0.76
1.29 1.07 -0.01
0.13 -0.58 1.53
0.56 1.67 -0.28
-0.42 -0.43 -1.38
0.97 -0.09 1.51
-0.35 1.68 0.05
-0.71 -0.94 -0.04
-0.43 0.34 -1.04
-0.15 -0.29 -0.43
0.39 -0.01 0.26
-0.15 0.30 -0.18
0.19 -0.19 -0.11
-0.14 0.05 0.33
-0.08 0.13 0.06
0.00 0.01 0.05
-0.01 0.00 -0.07
-0.06 0.04 0.03
0.10 0.02 0.02
-0.13 0.00 0.02
-0.02 -0.12 -0.05
0.00 0.13 0.04
0.43 -0.12 0.11
-0.38 -0.24 -0.11
-0.01 0.26 0.25
0.08 -0.36 0.02
-0.08 0.23 -0.21
-0.01 0.07 0.03
-0.02 -0.01 -0.08
0.02 0.00 0.08
-0.01 0.07 -0.04
-0.07 -0.06 0.03
0.08 0.10 -0.03
0.10 -0.05 -0.05
-0.10 0.08 0.03